The following is a DFT calculation (ωB97M-V/def2-TZVPD) of a molecular structure, C16H28FHoO4PS6Sb in a non-equilibrium geometry.

Results
calculated total energy	-4946.301319	hartree
<S²>	6.005
ΔE to the lowest compared entry with this formula, charge and spin	0.916	eV

ORCA input file:
```
! RIJCOSX wB97M-V def2-TZVPD def2/J DEFGRID3
* xyz -2 5
Ho -2.366 0.202 0.287
C -1.063 -0.566 3.252
O -1.379 0.529 2.396
C -2.003 1.622 3.063
C -1.883 2.813 2.153
O -2.096 2.432 0.796
C -2.493 3.523 -0.099
H -1.955 -0.719 3.907
H -0.097 -0.383 3.786
H -1.028 -1.437 2.610
H -1.457 1.852 4.000
H -3.042 1.379 3.298
H -0.825 3.184 2.167
H -2.632 3.550 2.494
H -3.549 3.749 -0.005
H -2.264 3.249 -1.136
H -1.875 4.412 0.145
S -5.814 3.107 0.646
Sb -5.611 0.937 -0.032
S -3.848 0.602 -1.729
S -4.479 -0.231 1.779
S -7.479 -0.074 -0.889
F -0.182 -5.500 -0.849
C -1.093 -4.498 -0.594
C -1.656 -3.894 -1.698
C -2.443 -2.754 -1.464
C -2.508 -2.180 -0.237
C -2.185 -3.016 0.814
C -1.398 -4.156 0.699
H -1.493 -4.213 -2.719
H -2.990 -2.333 -2.329
H -2.570 -2.709 1.791
H -1.188 -4.739 1.619
C 4.762 -0.819 0.525
C 3.470 -1.630 0.401
C 3.269 -2.274 -0.943
O 2.260 -0.834 0.780
P 1.841 0.463 -0.012
S 1.822 2.028 1.140
S 0.166 -0.033 -1.072
O 2.926 0.517 -1.177
C 3.269 1.695 -2.011
C 3.537 1.228 -3.436
C 2.248 2.793 -2.046
H 5.645 -1.478 0.554
H 4.807 -0.290 1.494
H 4.968 -0.126 -0.317
H 3.485 -2.384 1.195
H 3.059 -1.535 -1.692
H 2.425 -2.980 -0.966
H 4.177 -2.842 -1.253
H 4.195 2.087 -1.515
H 2.543 0.948 -3.829
H 4.199 0.344 -3.474
H 3.893 2.104 -4.026
H 1.209 2.402 -2.036
H 2.341 3.375 -2.972
H 2.427 3.501 -1.233
*
```

***

The following is a DFT calculation (ωB97M-V/def2-TZVPD) of a molecular structure, C16H28GaIO2P2 in a non-equilibrium geometry.

Results
calculated total energy	-3681.486601	hartree
ΔE to the lowest compared entry with this formula, charge and spin	1.073	eV

ORCA input file:
```
! RIJCOSX wB97M-V def2-TZVPD def2/J DEFGRID3
* xyz 2 1
C 0.005 0.871 -3.405
C 0.013 1.816 -2.247
H 0.039 1.475 -4.322
H -0.903 0.251 -3.437
H 0.887 0.213 -3.399
O 0.189 3.028 -2.351
I -0.210 -3.181 -1.788
Ga -0.129 -0.871 -0.763
P 2.313 -0.238 -0.696
C 2.723 1.009 0.572
C 3.243 -1.706 -0.158
H 4.304 -1.543 -0.389
H 4.304 0.385 -1.888
H 2.876 -2.590 -0.695
H 3.119 -0.390 -2.987
H 2.369 0.672 1.555
H 3.119 -1.862 0.920
C 3.240 0.330 -2.167
H 3.815 1.140 0.599
H 2.897 1.321 -2.496
H 2.232 1.960 0.333
P -2.660 -0.201 -1.007
C -3.314 1.283 -0.167
C -3.358 -0.029 -2.693
H -3.396 -2.497 -0.717
H -4.742 -1.322 -0.524
H -3.555 -1.563 0.797
C -3.689 -1.530 -0.291
H -3.071 -0.897 -3.301
H -4.454 0.011 -2.606
H -4.381 1.396 -0.405
H -2.759 2.172 -0.491
H -3.000 0.892 -3.173
H -3.195 1.174 0.919
C -0.173 1.238 -0.831
O -0.281 1.928 0.167
C -0.319 -1.585 1.209
C 0.156 -0.741 2.346
C 1.301 -1.109 3.087
C 1.723 -0.328 4.163
C 0.986 0.799 4.552
C -0.139 1.182 3.809
C -0.548 0.420 2.717
H -1.402 -1.768 1.276
H 0.213 -2.544 1.195
H 1.834 -2.025 2.819
H 2.625 -0.611 4.711
H 1.288 1.380 5.426
H -0.702 2.079 4.077
H -1.433 0.707 2.145
*
```

***

The following is a DFT calculation (ωB97M-V/def2-TZVPD) of a molecular structure, C16H28IO5P2RuS in a non-equilibrium geometry.

Results
calculated total energy	-2474.872379	hartree
<S²>	6.044
ΔE to the lowest compared entry with this formula, charge and spin	2.396	eV

ORCA input file:
```
! RIJCOSX wB97M-V def2-TZVPD def2/J DEFGRID3
* xyz 3 5
C -4.228 3.607 -1.198
C -3.163 2.707 -1.809
H -5.137 2.932 -1.044
H -4.319 4.476 -1.973
H -3.825 3.909 -0.179
O -3.505 1.488 -1.869
I -1.240 3.588 -1.504
Ru -0.909 -0.639 0.759
P -2.245 1.238 1.889
C -2.537 0.092 3.312
C -1.001 2.323 2.623
H -1.343 2.780 3.553
H -4.166 2.318 3.012
H -0.721 3.115 1.926
H -3.712 3.229 1.620
H -1.584 -0.447 3.443
H -0.124 1.714 2.827
C -3.798 2.209 1.986
H -2.804 0.688 4.209
H -4.613 1.740 1.434
H -3.351 -0.584 3.048
P -0.445 0.022 -3.188
C -0.185 -1.426 -4.156
C -1.667 1.088 -4.051
H 1.032 1.862 -2.730
H 1.226 1.301 -4.386
H 1.875 0.333 -3.067
C 1.053 0.979 -3.361
H -1.484 2.166 -3.807
H -1.727 0.983 -5.162
H -0.126 -1.232 -5.213
H -0.954 -2.148 -3.926
H -2.671 0.804 -3.642
H 0.764 -1.817 -3.816
C -2.323 -1.696 0.554
O -3.052 -2.645 0.460
C 6.141 -2.767 3.207
C 4.976 -2.527 2.282
C 4.969 -1.459 1.381
C 3.866 -1.235 0.511
C 2.727 -2.090 0.617
C 2.791 -3.185 1.461
C 3.900 -3.390 2.285
S 1.289 -1.717 -0.479
O 1.942 -1.722 -1.797
O 0.368 -2.830 -0.228
O -0.744 -0.467 -1.774
H 7.048 -2.782 2.578
H 6.249 -1.951 3.949
H 6.019 -3.712 3.751
H 5.823 -0.783 1.435
H 3.874 -0.386 -0.202
H 1.949 -3.890 1.455
H 3.825 -4.166 2.998
*
```

***

The following is a DFT calculation (ωB97M-V/def2-TZVPD) of a molecular structure, C16H28N7O3S2W.

Results
calculated total energy	-2098.071388	hartree
ΔE to the lowest compared entry with this formula, charge and spin	0.194	eV

ORCA input file:
```
! RIJCOSX wB97M-V def2-TZVPD def2/J DEFGRID3
* xyz 3 1
W -0.184 -0.993 -0.232
C -2.558 -2.070 4.498
S -0.766 -1.851 4.529
C -0.331 -1.803 2.864
S -1.525 -1.838 1.564
N 0.932 -1.752 2.590
N 1.215 -1.741 1.256
C 2.435 -1.957 0.928
C 2.741 -1.924 -0.484
C 3.975 -2.257 -1.005
C 4.151 -2.238 -2.382
C 3.079 -1.888 -3.188
C 1.873 -1.561 -2.592
N 1.694 -1.572 -1.266
H -2.848 -2.090 5.547
H -2.827 -3.020 4.045
H -3.061 -1.241 4.007
H 3.180 -2.183 1.684
H 4.784 -2.535 -0.342
H 5.108 -2.496 -2.816
H 3.167 -1.862 -4.265
H 1.025 -1.257 -3.191
C 1.771 1.877 2.910
N 0.331 1.931 2.624
C -0.473 2.644 3.622
C -0.172 1.337 1.586
O 0.533 0.726 0.718
C -1.669 1.328 1.315
O -1.885 0.629 0.068
C -2.158 1.472 -1.063
C -1.012 1.332 -2.042
O -0.218 0.364 -1.824
N -0.883 2.141 -3.053
C 0.258 2.037 -3.973
C -1.835 3.216 -3.362
H 2.134 2.889 3.080
H 2.301 1.435 2.076
H 1.931 1.285 3.811
H -0.114 3.668 3.704
H -0.356 2.151 4.586
H -1.526 2.659 3.360
H -2.082 2.332 1.255
H -2.197 0.771 2.087
H -2.281 2.506 -0.748
H -3.095 1.137 -1.512
H 1.043 1.432 -3.533
H 0.637 3.039 -4.161
H -0.069 1.603 -4.917
H -2.769 3.098 -2.821
H -2.057 3.184 -4.427
H -1.391 4.183 -3.127
N -1.657 -2.005 -1.429
N -0.693 -2.969 -0.975
H -2.574 -2.208 -1.027
H -1.719 -2.002 -2.447
H -0.212 -3.418 -1.753
H -1.099 -3.675 -0.357
*
```

***

The following is a DFT calculation (ωB97M-V/def2-TZVPD) of a molecular structure, C16H29AsBeN2O4S in a non-equilibrium geometry.

Results
calculated total energy	-3686.297957	hartree

ORCA input file:
```
! RIJCOSX wB97M-V def2-TZVPD def2/J DEFGRID3
* xyz 0 1
Be 1.177 0.089 0.989
O 0.539 -2.476 3.075
S 1.217 -1.850 1.976
O 2.162 -2.708 1.272
O 1.860 -0.509 2.331
O 0.223 -1.282 0.927
C -0.109 4.375 1.525
C -0.695 3.295 2.431
As -0.626 1.522 1.601
C -1.733 1.811 0.002
C -3.151 2.311 0.249
C -1.928 0.612 2.738
C -1.373 0.284 4.123
H -0.053 5.334 2.042
H -0.719 4.514 0.631
H 0.898 4.106 1.202
H -1.725 3.521 2.713
H -0.110 3.220 3.349
H -1.739 0.851 -0.520
H -1.188 2.507 -0.638
H -3.748 1.570 0.780
H -3.651 2.523 -0.698
H -3.153 3.230 0.837
H -2.229 -0.296 2.214
H -2.798 1.265 2.822
H -0.582 -0.465 4.062
H -2.163 -0.118 4.760
H -0.972 1.174 4.610
C 1.787 -4.343 -0.750
N 1.062 -3.361 -1.608
C -0.359 -3.216 -1.178
C 1.815 -2.064 -1.621
C 1.123 -0.940 -2.346
C 0.487 -1.110 -3.572
C -0.092 -0.033 -4.227
C 0.011 1.239 -3.664
C 0.688 1.407 -2.466
C 1.233 0.315 -1.790
H 1.204 -5.257 -0.679
H 1.920 -3.894 0.238
H 2.760 -4.548 -1.190
H 1.064 -3.718 -2.562
H -0.368 -2.672 -0.232
H -0.786 -4.209 -1.059
H -0.909 -2.654 -1.926
H 2.772 -2.286 -2.099
H 2.006 -1.811 -0.576
H 0.446 -2.089 -4.046
H -0.596 -0.179 -5.173
H -0.418 2.093 -4.171
H 0.813 2.394 -2.036
N 3.201 0.940 -0.587
C 1.997 0.500 -0.526
H 3.509 1.089 -1.558
*
```

***

The following is a DFT calculation (ωB97M-V/def2-TZVPD) of a molecular structure, C16H29AsNO4 in a non-equilibrium geometry.

Results
calculated total energy	-3218.277242	hartree
ΔE to the lowest compared entry with this formula, charge and spin	0.000	eV

ORCA input file:
```
! RIJCOSX wB97M-V def2-TZVPD def2/J DEFGRID3
* xyz -1 1
C 1.259 -2.775 1.938
C 0.527 -1.951 0.779
C -0.712 -2.772 0.249
As -2.024 -1.673 -0.850
C -3.166 -0.543 -2.115
C -4.487 -0.001 -1.520
N -5.436 -0.727 -1.031
C -2.606 -0.600 0.803
O -2.194 0.771 0.582
C -3.019 1.714 1.228
O -3.292 2.863 0.414
C -2.090 3.436 -0.100
C -1.119 4.059 0.982
O 0.265 3.818 0.645
O 1.530 -1.717 -0.237
C 2.150 -0.467 0.065
C 3.648 -0.379 -0.367
C 4.115 -0.129 -1.727
C 5.564 -0.034 -1.948
C 6.542 -0.163 -0.868
C 6.082 -0.434 0.500
C 4.647 -0.530 0.710
H 0.592 -2.723 2.834
H 2.241 -2.256 2.153
H 1.493 -3.810 1.590
H 0.097 -0.993 1.197
H -1.231 -3.162 1.180
H -0.365 -3.680 -0.323
H -0.837 -0.653 -1.118
H -1.609 -2.545 -2.111
H -3.216 -2.673 -0.557
H -3.463 -1.226 -2.967
H -2.559 0.276 -2.592
H -4.605 1.127 -1.508
H -6.155 -0.052 -0.724
H -2.019 -1.003 1.689
H -3.687 -0.731 1.067
H -4.024 1.319 1.537
H -2.495 1.998 2.197
H -2.415 4.292 -0.763
H -1.515 2.746 -0.785
H -1.332 3.761 2.034
H -1.259 5.184 0.943
H 0.403 4.038 -0.293
H 1.591 0.323 -0.523
H 2.122 -0.199 1.161
H 3.384 -0.014 -2.559
H 5.964 0.182 -2.963
H 7.636 -0.059 -1.035
H 6.796 -0.527 1.355
H 4.278 -0.705 1.754
*
```